Molecular formula: C9H7N4P
Method: DFT, wB97M-V/def2-TZVPD

Summary:
SMILES = [H]/N=N/C=N/C#[PH]c1ccc(C#N)cc1
energy above the lowest of the compared OMol25 structures with the same formula, charge and spin = 49.43 kcal/mol
electronic energy = -24691.156 eV
2S+1 = 1
largest force on an atom = 3.35 eV/A

Last column: Löwdin charge in e.
CARTESIAN COORDINATES (ANGSTROEM)
1 P 1.7529 -0.0777 -0.7144  0.95
2 N 1.1534 4.8707 0.2814  0.02
3 N 1.0315 2.5218 -1.4220  0.03
4 N 1.3473 4.8346 -0.9714  -0.11
5 N -3.2448 -4.1867 2.3418  0.17
6 C 0.8274 1.3791 -1.1455  -0.24
7 C -0.8509 -3.1492 0.0670  -0.02
8 C 0.1136 -2.3611 -0.5276  -0.10
9 C 0.3891 -1.0897 -0.0321  -0.46
10 C 1.1352 3.7782 -1.7462  -0.26
11 C -2.4970 -3.4960 1.8149  -0.19
12 C -0.3016 -0.6167 1.0818  -0.10
13 C -1.5446 -2.6667 1.1780  -0.23
14 C -1.2708 -1.3931 1.6804  -0.02
15 H -1.8120 -1.0326 2.5421  0.12
16 H 1.6578 -0.5892 -2.0152  -0.04
17 H -0.0683 0.3663 1.4707  0.11
18 H 0.6596 -2.7365 -1.3822  0.10
19 H -1.0756 -4.1350 -0.3116  0.12
20 H 1.4616 5.7895 0.6185  0.03
21 H 1.1362 3.9900 -2.8085  0.11

---

Molecular formula: C51H114F12N8O9PS2
Method: DFT, wB97M-V/def2-TZVPD

Summary:
energy above the lowest of the compared OMol25 structures with the same formula, charge and spin = 86.26 kcal/mol
electronic energy = -148605.047 eV
2S+1 = 1
largest force on an atom = 4.99 eV/A
charge = +5

Last column: Löwdin charge in e.
CARTESIAN COORDINATES (ANGSTROEM)
1 S -6.0405 -10.8614 -25.2344  0.45
2 S -10.4076 -7.0212 -15.8871  0.46
3 P -1.6087 -5.6927 -15.3281  0.12
4 F -4.8745 -10.0205 -27.5222  0.13
5 F -2.8418 -5.0271 -16.0448  -0.16
6 F -0.1993 -6.2466 -14.6376  -0.21
7 F -0.8758 -4.2206 -15.3765  -0.21
8 F -0.8484 -5.9741 -16.7544  -0.20
9 F -9.6480 -8.0132 -18.4266  0.09
10 F -4.5075 -8.9069 -25.7043  0.14
11 F -2.3189 -7.1351 -15.2612  -0.17
12 F -2.1754 -5.2949 -13.8792  -0.17
13 F -8.6510 -6.1250 -17.8300  0.04
14 F -10.8891 -6.2027 -18.4057  0.09
15 F -6.3382 -8.5725 -26.7384  0.10
16 O -11.7691 -7.5021 -15.8959  -0.37
17 O -7.1285 -11.5539 -25.8594  -0.34
18 O -4.8672 -11.6954 -25.0154  -0.37
19 O -8.9344 0.9254 -16.5806  0.16
20 O -4.7609 -12.4321 -12.0768  0.16
21 O -9.4418 -7.9643 -15.2187  -0.40
22 O -6.4377 -10.0674 -24.0371  -0.41
23 O -1.9759 -14.0935 -18.6779  0.16
24 O -10.3350 -5.6925 -15.3232  -0.38
25 N -15.9080 -19.1450 -16.6792  -0.24
26 N -9.1419 -0.8940 -14.8945  0.11
27 N -2.7284 -2.6804 -23.0497  -0.24
28 N -15.9628 -10.4261 -21.9986  -0.17
29 N -3.6458 -13.1837 -20.0806  0.11
30 N -17.7243 1.8815 -23.9664  -0.22
31 N -6.4766 -10.9955 -11.1629  0.08
32 N -18.0773 -6.3089 -10.5125  -0.21
33 C -16.7238 -4.4303 -9.9386  -0.11
34 C -1.8835 -15.0538 -20.8704  0.06
35 C -13.6728 -10.8105 -22.7936  -0.15
36 C -14.5191 -20.8897 -17.7964  -0.14
37 C -3.6033 -3.6918 -22.2364  0.04
38 C -4.0652 -0.6286 -22.9966  -0.18
39 C -15.8147 -9.8836 -23.5003  -0.07
40 C -5.4068 -9.5057 -26.4076  -0.69
41 C -19.6299 1.5303 -22.5284  -0.18
42 C -17.1536 -8.1792 -21.2356  -0.26
43 C -18.0897 -4.8262 -10.5599  -0.14
44 C -3.5116 -11.8260 -19.3787  0.03
45 C -9.6908 -0.1845 -13.6253  0.06
46 C -5.5965 -9.8204 -10.7192  0.06
47 C -0.7539 -4.4610 -23.1692  -0.23
48 C -21.5383 -7.0022 -12.3699  -0.06
49 C -17.2301 -11.4059 -21.9837  0.04
50 C -17.9946 3.1970 -23.1215  -0.05
51 C -15.7517 -5.6537 -10.1838  -0.12
52 C -3.6289 -1.7404 -23.9507  -0.07
53 C -19.3621 2.9911 -22.4891  -0.16
54 C -15.1694 -15.4414 -15.0102  -0.11
55 C -14.6410 -11.2065 -21.7101  -0.11
56 C -9.8769 -6.8367 -17.7889  -0.54
57 C -19.1412 -6.9012 -11.5607  -0.09
58 C -18.2970 -6.8234 -9.0799  0.04
59 C -19.0924 1.1672 -23.8596  -0.11
60 C -15.9363 -16.5464 -15.7147  -0.20
61 C -2.0723 -1.6626 -22.0317  -0.03
62 C -17.4457 2.2225 -25.4697  0.05
63 C -16.2331 -0.2636 -24.1339  -0.23
64 C -20.5689 -6.5854 -11.2143  -0.25
65 C -9.4209 -0.1574 -16.2611  -0.31
66 C -16.2029 -9.3005 -20.9238  -0.12
67 C -3.2431 -0.5924 -21.7345  -0.12
68 C -16.6214 1.0858 -23.3352  -0.09
69 C -15.2560 -18.0032 -15.7910  -0.07
70 C -17.6189 -7.3547 -20.0379  -0.09
71 C -6.2504 -13.4649 -10.3773  0.03
72 C 0.4107 -4.9555 -24.0015  -0.10
73 C -10.5274 -0.7708 -17.0969  0.02
74 C -15.4199 -20.2201 -18.8248  -0.15
75 C -17.3977 -19.0614 -16.3059  0.04
76 C -15.2215 -1.0395 -23.3484  -0.11
77 C -15.6744 -18.8495 -18.1503  -0.11
78 C -14.6103 -10.6198 -24.0223  -0.14
79 C -5.7548 -12.3729 -11.3480  -0.30
80 C -1.6311 -3.4076 -23.8965  -0.10
81 C -16.6408 -6.6392 -10.9575  -0.10
82 C -15.1840 -20.5047 -16.4840  -0.08
83 C -2.4826 -14.1023 -19.7721  -0.35
84 H -15.8030 1.7806 -23.1463  0.14
85 H -21.8050 -6.1705 -13.0221  0.08
86 H -2.8598 -1.3598 -24.6228  0.12
87 H -15.3407 -6.1534 -9.3066  0.12
88 H -19.1075 0.0895 -24.0223  0.14
89 H -16.3908 2.4370 -25.6411  0.11
90 H -18.9960 -4.3557 -10.1785  0.14
91 H -2.3132 -14.7904 -21.8369  0.09
92 H -17.3220 3.3440 -22.2765  0.13
93 H -5.3427 -10.0611 -9.6869  0.11
94 H -2.1143 -16.0530 -20.5011  0.10
95 H -1.6162 -2.2107 -21.2072  0.13
96 H -7.2996 -11.1102 -10.5888  0.16
97 H 0.1626 -5.1951 -25.0355  0.08
98 H -16.7664 -16.7269 -15.0317  0.10
99 H -2.9295 -4.2231 -21.5642  0.09
100 H -15.4302 -14.4585 -15.4025  0.08
101 H 1.2492 -4.2750 -24.1493  0.09
102 H -20.7280 -5.5602 -10.8801  0.11
103 H -13.5448 -20.4101 -17.8897  0.12
104 H -14.2501 -17.9234 -16.2033  0.12
105 H -14.7933 -1.8304 -23.9641  0.09
106 H -17.8533 -18.0928 -16.5115  0.10
107 H -11.0046 -0.0420 -17.7522  0.10
108 H -6.9539 -10.8615 -12.0429  0.17
109 H -21.1413 -7.7909 -13.0090  0.07
110 H -7.3315 -13.4133 -10.5064  0.08
111 H 0.6916 -5.8810 -23.4989  0.09
112 H -6.0585 -13.2107 -9.3348  0.11
113 H -15.2769 -8.7604 -20.7262  0.14
114 H -9.9645 0.8620 -13.7599  0.11
115 H -15.7139 -1.4966 -22.4901  0.08
116 H -15.5486 -8.8382 -23.3441  0.12
117 H -14.1126 -15.3238 -15.2503  0.07
118 H -17.7918 -19.7429 -17.0599  0.11
119 H -20.1503 3.4640 -23.0750  0.13
120 H -18.0430 3.1190 -25.6354  0.10
121 H -20.7104 1.4380 -22.6385  0.14
122 H -5.9473 -14.4773 -10.6441  0.11
123 H -17.8300 1.4788 -26.1678  0.11
124 H -16.4531 -18.3632 -18.7379  0.14
125 H -17.9342 -7.8512 -9.0970  0.11
126 H -17.0979 -0.8821 -24.3743  0.10
127 H -14.9366 -20.0185 -19.7807  0.13
128 H -15.1579 -18.5433 -14.8493  0.13
129 H -12.9322 -11.6061 -22.8752  0.13
130 H -16.3894 -3.5099 -10.4171  0.12
131 H -15.2418 -15.4221 -13.9228  0.08
132 H -18.0132 -8.6318 -21.7299  0.11
133 H -14.9465 -5.2805 -10.8167  0.12
134 H -18.1271 -4.3596 -11.5443  0.13
135 H -4.7565 -9.7749 -11.4123  0.11
136 H -14.2065 -10.9431 -20.7458  0.13
137 H -5.0760 -0.8762 -22.6723  0.11
138 H -16.2834 -20.8399 -19.0663  0.13
139 H -14.7471 -12.2636 -21.9539  0.13
140 H -2.7796 0.3845 -21.5963  0.12
141 H -8.9294 -0.4586 -12.8950  0.11
142 H -16.9545 -7.0392 -19.2334  0.08
143 H -3.6310 -12.0672 -18.3224  0.10
144 H -14.4045 -20.4825 -15.7225  0.13
145 H -11.1859 -1.4811 -16.5969  0.09
146 H -1.3543 -5.3319 -22.9061  0.11
147 H -15.9849 -21.1677 -16.1569  0.14
148 H -17.0761 0.5874 -22.4791  0.12
149 H -17.1319 -12.1238 -21.1695  0.10
150 H -9.2941 -1.8917 -14.8564  0.17
151 H -4.5407 -13.5550 -19.7954  0.18
152 H -0.2776 -3.9743 -22.3181  0.12
153 H -17.4139 -12.0802 -22.8201  0.10
154 H -13.0214 -10.0251 -22.4101  0.12
155 H -8.1378 -0.7991 -14.8407  0.17
156 H -16.6883 -7.4480 -21.8966  0.11
157 H -0.8197 -14.8520 -20.7452  0.11
158 H -18.3523 -7.9354 -19.4784  0.08
159 H -4.3485 -11.1578 -19.5819  0.11
160 H -10.5738 -0.7517 -13.3311  0.10
161 H -3.9416 -4.4481 -22.9448  0.11
162 H -15.9251 -0.1092 -25.1680  0.10
163 H -16.2275 -7.6322 -10.7808  0.14
164 H -10.0528 -1.3710 -17.8732  0.10
165 H -4.4129 -2.2113 -24.5438  0.14
166 H -22.3970 -7.5183 -11.9406  0.08
167 H -3.6285 -12.8735 -21.0417  0.17
168 H -3.8305 -0.8485 -20.8528  0.11
169 H -19.0710 -7.9807 -11.6942  0.14
170 H -2.5075 -11.4035 -19.4174  0.12
171 H -17.8478 -6.3522 -20.3996  0.08
172 H -18.0876 -10.7331 -21.9694  0.09
173 H -14.0990 -10.0206 -24.7757  0.13
174 H -19.1113 -6.2246 -12.4147  0.13
175 H -19.7387 1.5913 -24.6280  0.14
176 H -14.7177 -18.3296 -18.2013  0.13
177 H -4.2196 0.2125 -23.6725  0.13
178 H -19.3474 -6.8699 -8.7926  0.10
179 H -17.8751 -6.3641 -8.1860  0.12
180 H -14.8915 -11.5550 -24.5066  0.13
181 H -16.2324 -16.1744 -16.6956  0.11
182 H -14.4662 -0.3840 -22.9150  0.08
183 H -2.1853 -3.7047 -24.7868  0.13
184 H -17.4756 -19.4463 -15.2891  0.12
185 H -4.2220 -3.2234 -21.4710  0.10
186 H -16.6190 -6.4129 -12.0235  0.13
187 H -19.2681 0.9584 -21.6740  0.13
188 H -20.8426 -7.1376 -10.3152  0.10
189 H -0.9878 -2.5883 -24.2174  0.12
190 H -6.1555 -8.8889 -10.8086  0.11
191 H -16.9155 -4.2972 -8.8739  0.11
192 H -17.8923 4.0334 -23.8130  0.13
193 H -16.6154 -9.8422 -20.0727  0.13
194 H -14.4242 -21.9746 -17.8426  0.14
195 H -1.3703 -1.1429 -22.6837  0.13
196 H -19.3123 3.5312 -21.5437  0.13
197 H -16.6754 -10.0176 -24.1555  0.14